No. 1
Formula: C52H59N3OP2S6Zr
Source: OMol25
Level of theory: ωB97M-V/def2-TZVPD

Geometry as XYZ:
```
124
Properties=species:S:1:pos:R:3:forces:R:3
Zr 0.730 -0.104 -0.011 0.68 -1.16 1.39
C -2.101 -3.420 -1.341 0.30 -0.05 0.14
C -1.162 -2.238 -1.441 0.31 -0.61 0.00
N -0.004 -2.253 -0.825 0.15 0.34 0.38
N 0.242 -3.434 -0.158 -1.07 -0.56 0.22
C 1.433 -3.865 0.034 0.18 -0.51 -0.23
S 2.934 -3.277 -0.375 0.19 0.43 -0.14
S 1.389 -5.584 0.674 0.12 -0.17 -0.10
C 1.140 -6.409 -0.966 -0.18 0.25 0.61
C 1.903 -5.744 -2.058 0.08 -0.16 -0.31
C 3.288 -5.865 -2.124 -0.12 -0.13 -0.14
C 4.004 -5.199 -3.098 0.13 -0.13 -0.03
C 3.350 -4.394 -4.015 0.02 0.07 -0.09
C 1.973 -4.265 -3.958 0.02 0.14 -0.12
C 1.255 -4.936 -2.985 0.00 -0.17 0.10
C -1.558 -1.138 -2.296 0.41 0.87 -0.32
C -2.807 -1.121 -2.940 0.07 0.00 0.10
C -3.169 -0.115 -3.807 -0.10 -0.05 -0.12
C -2.266 0.898 -4.118 0.06 -0.19 -0.03
C -1.035 0.921 -3.512 0.39 -0.26 0.24
C -0.678 -0.041 -2.547 -1.55 -0.60 -1.52
O 0.463 0.089 -1.932 -0.11 0.69 -0.51
H -1.665 -4.175 -0.689 -0.11 0.10 -0.10
H -2.301 -3.854 -2.320 -0.04 0.06 -0.09
H -3.039 -3.081 -0.908 -0.14 0.09 -0.03
H 0.069 -6.402 -1.171 0.03 -0.07 -0.11
H 1.482 -7.430 -0.797 -0.07 -0.06 -0.07
H 3.799 -6.453 -1.375 0.05 -0.04 0.09
H 5.083 -5.280 -3.123 0.05 -0.01 0.00
H 3.915 -3.850 -4.761 0.02 0.03 -0.05
H 1.460 -3.621 -4.658 -0.04 0.05 -0.03
H 0.182 -4.811 -2.926 -0.09 0.00 0.05
H -3.530 -1.897 -2.743 -0.01 -0.12 0.10
H -4.163 -0.098 -4.236 -0.03 -0.07 -0.01
H -2.547 1.686 -4.801 0.01 0.06 0.01
H -0.335 1.729 -3.675 -0.03 0.04 0.00
C -2.984 0.406 3.165 0.12 0.04 0.00
C -1.623 0.422 2.516 0.16 0.12 0.12
S -1.357 -0.854 1.337 0.22 0.46 -0.17
C -0.662 1.308 2.826 -0.03 -0.29 0.15
C -0.867 2.451 3.780 -0.03 -0.22 -0.14
S 0.982 1.186 2.205 -0.43 0.34 -0.39
H -3.564 -0.409 2.738 -0.15 0.03 0.06
H -3.519 1.342 3.004 -0.11 0.02 0.01
H -2.898 0.250 4.245 -0.08 -0.02 0.04
H -1.813 2.374 4.310 -0.10 0.05 0.09
H -0.846 3.392 3.228 0.01 0.13 0.00
H -0.049 2.471 4.497 0.06 0.09 0.16
C -0.185 -3.519 3.114 0.06 0.13 -0.26
P 1.159 -2.288 2.772 0.17 -0.32 0.95
C 0.929 -1.225 4.272 0.01 0.04 -0.20
C 2.554 -3.291 3.503 -0.11 0.08 -0.17
C 3.768 -3.343 2.834 0.11 0.16 -0.02
C 4.838 -4.064 3.334 0.14 -0.08 0.13
C 4.708 -4.762 4.522 0.23 -0.05 -0.08
C 3.503 -4.723 5.202 -0.11 -0.13 0.28
C 2.441 -3.993 4.701 0.01 -0.03 0.00
H -0.476 -3.493 4.164 -0.01 -0.03 0.09
H 0.165 -4.514 2.847 -0.07 -0.03 0.00
H -1.043 -3.265 2.496 -0.06 -0.05 0.00
H 0.926 -1.808 5.196 0.00 -0.09 -0.06
H -0.013 -0.688 4.171 0.01 0.03 0.02
H 1.734 -0.491 4.294 -0.05 -0.02 0.09
H 3.870 -2.836 1.888 -0.02 0.03 0.02
H 5.773 -4.080 2.789 0.06 -0.03 -0.05
H 5.536 -5.338 4.916 0.04 -0.01 0.01
H 3.392 -5.270 6.132 -0.01 0.01 0.00
H 1.514 -3.976 5.258 -0.12 0.00 0.01
S -2.588 4.015 -2.945 0.19 0.25 -0.31
P -3.266 2.933 -1.440 -0.30 0.08 0.19
S -2.199 1.549 -0.490 -0.55 0.25 0.11
C -4.851 2.157 -1.988 0.37 0.06 -0.01
C -5.527 2.687 -3.076 0.03 0.09 0.03
C -6.694 2.102 -3.528 -0.20 -0.01 -0.09
C -7.203 0.987 -2.884 -0.14 -0.11 -0.06
C -6.525 0.451 -1.800 -0.18 -0.16 0.06
C -5.347 1.025 -1.359 -0.01 0.08 0.13
C -3.895 4.098 -0.144 0.33 -0.10 -0.20
C -4.085 5.438 -0.442 -0.12 0.02 -0.09
C -4.408 6.336 0.558 -0.10 0.12 0.12
C -4.536 5.902 1.868 -0.01 0.11 0.09
C -4.359 4.561 2.169 -0.11 0.01 0.19
C -4.039 3.663 1.167 -0.06 -0.06 -0.04
H -5.113 3.551 -3.575 0.07 0.06 -0.05
H -7.205 2.516 -4.387 -0.06 0.02 -0.05
H -8.125 0.535 -3.230 0.00 -0.04 -0.01
H -6.918 -0.424 -1.297 0.00 -0.07 0.01
H -4.789 0.597 -0.537 0.06 -0.06 0.05
H -3.949 5.775 -1.459 0.07 -0.01 -0.09
H -4.548 7.381 0.316 0.02 0.10 0.00
H -4.753 6.613 2.656 -0.05 0.01 0.03
H -4.458 4.220 3.193 0.04 -0.02 0.00
H -3.855 2.622 1.388 0.05 -0.06 0.03
C -0.603 4.904 0.015 -0.06 -0.06 -0.05
C 0.801 4.409 -0.155 -0.19 0.04 0.03
C 1.860 5.316 -0.185 0.13 -0.05 0.05
C 3.152 4.844 -0.327 -0.10 0.24 0.00
C 4.323 5.796 -0.360 -0.09 -0.08 0.00
C 3.396 3.486 -0.424 0.14 -0.30 -0.04
C 2.361 2.526 -0.401 -0.20 1.05 0.01
C 1.050 3.061 -0.294 0.33 -0.34 -0.25
N 2.453 1.176 -0.432 0.08 -0.28 0.32
C 3.655 0.373 -0.596 0.75 -0.49 -0.15
C 3.795 -0.439 0.706 -0.17 0.43 -0.39
C 5.036 1.010 -0.843 -0.37 0.07 0.09
C 3.413 -0.530 -1.825 -0.14 0.24 0.26
H -0.622 5.945 0.338 0.02 0.06 0.07
H -1.146 4.293 0.739 -0.03 0.02 0.01
H -1.136 4.837 -0.934 -0.04 0.03 0.05
H 1.677 6.379 -0.087 -0.07 0.06 0.01
H 3.989 6.822 -0.211 0.01 0.08 0.00
H 4.848 5.740 -1.316 0.03 0.03 -0.02
H 5.040 5.551 0.425 0.07 0.03 0.03
H 4.430 3.214 -0.496 0.09 -0.17 0.00
H 0.215 2.352 -0.313 0.09 0.68 -0.06
H 4.054 0.231 1.528 -0.12 0.08 0.01
H 4.561 -1.206 0.609 -0.14 -0.21 0.08
H 2.823 -0.907 0.942 0.63 -0.23 0.29
H 5.379 1.569 0.024 0.09 0.14 0.00
H 5.024 1.637 -1.730 0.09 0.15 -0.05
H 5.745 0.199 -1.014 -0.02 -0.09 0.00
H 2.467 -1.074 -1.729 0.46 -0.06 -0.32
H 4.224 -1.248 -1.949 -0.10 -0.15 -0.02
H 3.347 0.104 -2.710 -0.03 0.09 -0.05
```
Positions in Å, forces in eV/Å.

Values from the calculation:
HOMO level in eV: -1.900
LUMO energy in eV: 3.98
Orbital gap in eV: 5.9
Energy above the lowest of the compared OMol25 structures with the same formula, charge and spin in kcal/mol: 50.1
Charge: -2
Spin multiplicity: 1
Largest force on an atom in eV/A: 2.25

Results of the Mulliken charge analysis, in e, for atoms 1 through 4: -1.0536, -2.5291, 0.4915, 1.6094

***

No. 2
Formula: C52H60AsN3O2SSn
Source: OMol25
Level of theory: ωB97M-V/def2-TZVPD

Geometry as XYZ:
```
120
Properties=species:S:1:pos:R:3:forces:R:3
Sn -0.463 0.626 0.305 -0.03 -0.02 0.09
O 4.452 0.799 2.248 0.01 0.26 0.12
C 3.314 0.533 2.358 -0.02 -0.09 -0.08
O 2.460 0.862 1.083 -0.15 0.11 -0.09
C 2.545 -0.144 3.377 0.01 -0.10 0.05
C 3.389 -0.903 4.222 -0.02 -0.02 -0.10
C 2.885 -1.631 5.265 -0.09 -0.01 0.03
C 1.507 -1.602 5.491 0.06 -0.02 -0.01
C 0.679 -0.853 4.686 0.01 -0.02 -0.08
C 1.152 -0.086 3.603 -0.06 -0.15 0.08
S -0.073 0.933 2.873 0.04 0.26 0.00
H 4.450 -0.912 4.011 0.00 0.01 -0.01
H 3.541 -2.218 5.893 0.00 0.00 0.00
H 1.076 -2.169 6.308 0.02 0.00 0.00
H -0.384 -0.827 4.882 0.02 0.01 0.01
C 1.934 1.550 -3.258 0.00 -0.02 0.02
C 1.168 2.799 -2.809 0.02 0.02 -0.03
C 0.241 3.286 -3.920 -0.01 0.01 -0.01
C 2.116 3.870 -2.308 0.05 -0.01 -0.01
C 2.570 4.894 -3.124 -0.05 -0.01 0.00
C 3.439 5.860 -2.638 0.01 0.01 0.00
C 3.846 5.824 -1.318 0.00 0.01 0.00
C 3.430 4.809 -0.458 -0.01 0.03 0.04
C 3.847 4.853 1.001 0.01 -0.01 0.02
C 5.339 4.553 1.166 0.02 0.00 -0.01
C 3.495 6.199 1.641 -0.01 0.01 0.00
C 2.593 3.824 -0.989 -0.02 -0.05 -0.08
N 2.132 2.728 -0.199 -0.08 0.18 -0.02
C 2.964 1.980 0.308 0.24 -0.24 0.02
C 2.350 -0.390 0.362 -0.02 -0.09 0.16
C 3.390 -1.104 -0.171 0.02 0.06 -0.02
C 2.798 -2.349 -0.460 0.01 -0.04 -0.02
C 1.475 -2.306 -0.037 0.00 0.03 -0.02
N 1.184 -1.064 0.479 0.06 -0.08 -0.10
C 0.575 -3.516 0.109 0.01 -0.01 0.03
C 0.987 -4.221 1.415 -0.02 0.00 0.01
C -0.898 -3.152 0.202 -0.04 -0.03 0.00
C 0.778 -4.473 -1.068 0.02 0.00 0.00
H 1.239 0.768 -3.573 0.00 0.02 0.00
H 2.550 1.138 -2.456 -0.01 0.00 0.00
H 2.587 1.785 -4.102 -0.01 0.00 0.00
H 0.545 2.511 -1.960 -0.03 -0.01 0.06
H 0.775 3.420 -4.864 0.00 0.01 0.02
H -0.235 4.232 -3.659 -0.01 -0.02 0.00
H -0.544 2.548 -4.094 0.02 0.00 0.00
H 2.230 4.949 -4.150 0.01 0.00 0.01
H 3.783 6.655 -3.288 0.00 0.00 0.01
H 4.497 6.603 -0.939 -0.01 0.00 0.00
H 3.285 4.093 1.548 0.01 0.03 -0.01
H 5.940 5.307 0.654 -0.01 -0.01 0.00
H 5.611 3.582 0.748 0.00 0.01 0.02
H 5.620 4.559 2.221 -0.01 0.00 0.00
H 4.126 7.002 1.255 -0.01 -0.01 -0.02
H 3.646 6.153 2.721 0.01 0.00 -0.01
H 2.455 6.465 1.452 0.00 -0.01 0.02
H 4.048 1.989 0.291 0.01 0.00 -0.06
H 4.415 -0.794 -0.301 -0.02 -0.01 0.01
H 3.302 -3.200 -0.891 -0.01 0.01 0.01
H 0.833 -3.557 2.269 0.01 0.00 0.00
H 2.041 -4.505 1.391 -0.01 0.00 0.00
H 0.385 -5.121 1.564 0.01 0.01 0.00
H -1.081 -2.385 0.955 0.01 0.01 -0.03
H -1.483 -4.033 0.479 0.02 -0.01 -0.01
H -1.278 -2.798 -0.754 0.01 0.02 0.01
H 1.799 -4.858 -1.109 -0.01 0.01 0.00
H 0.559 -3.976 -2.015 -0.01 -0.01 0.01
H 0.106 -5.328 -0.968 0.01 0.00 0.00
C -6.865 -4.467 3.644 -0.01 0.00 0.01
C -6.094 -3.269 3.159 0.00 0.00 0.00
C -6.689 -2.302 2.363 0.00 -0.01 0.00
C -5.994 -1.197 1.881 0.03 -0.01 0.04
C -6.772 -0.249 1.002 0.02 0.01 -0.01
C -4.633 -1.043 2.216 -0.02 -0.07 -0.11
As -3.419 0.432 1.689 -0.01 0.17 -0.03
N -2.435 -0.236 0.270 -0.01 -0.12 0.03
C -2.889 -0.854 -0.902 0.02 0.10 -0.05
C -4.121 -1.508 -1.001 0.02 -0.04 -0.01
C -4.534 -2.098 -2.187 0.00 0.01 0.04
C -3.741 -2.062 -3.324 0.01 0.00 -0.01
C -2.509 -1.427 -3.244 0.01 0.00 0.02
C -2.092 -0.841 -2.061 -0.04 0.00 0.02
C -4.617 1.893 1.099 -0.02 -0.06 0.00
C -4.720 2.483 -0.167 -0.02 0.03 -0.01
C -3.992 2.002 -1.395 -0.02 -0.01 -0.02
C -5.555 3.590 -0.333 0.02 0.03 0.00
C -6.271 4.151 0.710 0.02 -0.01 0.00
C -7.177 5.332 0.496 0.00 0.01 0.00
C -6.115 3.589 1.970 -0.02 -0.03 -0.02
C -5.301 2.485 2.181 0.02 0.00 0.03
C -5.182 1.960 3.592 -0.03 0.00 0.00
C -4.024 -2.005 3.040 -0.01 0.02 0.06
C -2.581 -1.941 3.488 0.00 -0.03 -0.02
C -4.760 -3.099 3.487 0.02 0.00 0.02
H -7.913 -4.405 3.353 0.01 0.00 0.00
H -6.820 -4.550 4.732 0.01 0.00 -0.01
H -6.455 -5.389 3.229 0.00 0.01 0.00
H -7.734 -2.413 2.092 0.01 0.00 0.00
H -7.682 -0.739 0.655 0.00 0.00 0.00
H -6.205 0.074 0.131 0.01 0.00 -0.01
H -7.063 0.655 1.539 0.00 0.01 0.01
H -4.755 -1.577 -0.133 0.02 -0.01 0.00
H -5.496 -2.597 -2.214 0.00 0.00 0.00
H -4.067 -2.525 -4.245 0.00 0.01 0.00
H -1.860 -1.387 -4.111 0.00 0.00 0.01
H -1.117 -0.363 -2.052 0.01 0.01 0.00
H -2.952 1.757 -1.190 0.01 0.02 0.01
H -4.012 2.777 -2.161 -0.02 -0.01 -0.01
H -4.454 1.105 -1.814 0.02 0.00 0.03
H -5.634 4.030 -1.322 0.00 0.00 0.01
H -7.087 5.720 -0.518 0.00 -0.01 0.01
H -6.942 6.141 1.190 0.00 -0.01 0.00
H -8.222 5.058 0.658 0.01 0.00 0.00
H -6.640 4.021 2.817 0.00 0.00 -0.01
H -5.825 2.531 4.261 0.01 0.02 0.00
H -4.155 2.040 3.959 0.01 -0.02 -0.01
H -5.471 0.910 3.673 -0.01 0.01 -0.01
H -2.133 -0.955 3.369 -0.03 -0.02 0.01
H -1.970 -2.649 2.923 -0.01 0.00 -0.01
H -2.512 -2.223 4.541 -0.01 -0.01 0.00
H -4.266 -3.834 4.117 -0.01 0.00 -0.01
```
Positions in Å, forces in eV/Å.

Values from the calculation:
HOMO level in eV: -7.234
LUMO energy in eV: -0.76
Orbital gap in eV: 6.5
Spin multiplicity: 1
Largest force on an atom in eV/A: 0.34

Results of the natural (NBO) charge analysis, in e, for atoms 1 through 4: 1.2836, -0.4998, 0.8444, -0.4094

***

The highest LUMO energy belongs to which entry? C52H59N3OP2S6Zr